(1)
Density functional theory data (ωB97M-V/def2-TZVPD) for C3H7NOS in the gas phase.

Summary:
E_HOMO = -8.73 eV
M = 105.2 Da
LUMO level = 0.4760 eV
Gap between HOMO and LUMO = 9.204 eV
Total charge = 0
SMILES string = NCCC(O)=S
Relative energy (zero: lowest compared OMol25 entry of this formula, charge and spin) = 37.0 kcal/mol

Last column: Löwdin charge in e.
Geometry (Å):
C (-0.198, -0.105, -0.871)  -0.273
C (0.410, 0.367, 0.427)  -0.255
C (-0.609, 0.603, 1.483)  -0.953
H (1.385, -0.062, -2.264)  0.074
H (0.316, -1.234, -2.438)  0.030
H (-1.078, -0.732, -0.465)  0.141
H (-0.771, 0.708, -1.256)  0.091
H (1.103, -0.400, 0.759)  0.105
H (1.051, 1.262, 0.143)  0.139
H (-0.091, -1.104, 2.310)  0.150
N (0.841, -0.766, -1.757)  0.020
O (-0.853, -0.448, 2.260)  -0.028
S (-1.506, 1.910, 1.670)  0.757

(2)
Density functional theory data (ωB97M-V/def2-TZVPD) for a molecular structure, C4H3IrO2.

Summary:
E_HOMO (alpha / beta) = -12.57 / -13.86 eV
2S+1 = 6
M = 275.3 Da
LUMO level (alpha / beta) = -6.1945 / -8.0705 eV
Gap between HOMO and LUMO (alpha / beta) = 6.373 / 5.788 eV
Total charge = +1
Relative energy (zero: lowest compared OMol25 entry of this formula, charge and spin) = 61.5 kcal/mol

Last column: Löwdin spin population.
Geometry (Å):
O (-1.241, -0.919, 1.588)  0.338
C (-0.860, -0.922, 0.317)  0.388
C (-0.138, 0.096, -0.281)  0.045
C (1.046, 0.627, 0.273)  0.524
C (1.764, 1.696, -0.273)  0.296
O (1.313, 2.829, -0.619)  0.864
H (-0.558, 0.497, -1.225)  -0.003
H (2.871, 1.557, -0.341)  0.070
Ir (0.274, -0.702, 2.743)  2.470
H (-2.030, -1.029, 0.130)  0.008

The following strongest force on any atom values (in eV/A) correspond, in order, to the records above: 2.6 6.3.